Record 1
{
  "formula": "C5H10N4",
  "method": "ωB97M-V with the def2-TZVPD basis set",
  "species": ["H", "C", "H", "N", "C", "H", "N", "H", "C", "C", "H", "H", "H", "H", "H", "H", "C", "N", "N"],
  "coordinates": [[-2.795, 1.356, 0.355], [0.459, 0.026, 0.255], [-1.291, 2.344, 1.078], [-0.303, -1.902, -2.343], [1.177, -1.167, 0.886], [-1.177, -0.310, 1.405], [-0.877, -1.473, -1.491], [2.886, 0.377, -0.344], [-1.069, 0.044, 0.412], [-1.711, 1.503, 0.261], [-2.550, -1.406, -0.305], [2.828, 2.045, -0.757], [2.216, -1.266, 0.425], [0.567, -1.997, 0.621], [1.241, -1.277, 2.004], [-1.358, 1.915, -0.736], [-1.560, -0.876, -0.627], [1.024, 0.968, -0.356], [2.292, 1.096, -0.744]],
  "lowdin_charge": [0.05, -0.36, 0.13, 0.22, -0.03, 0.11, -0.16, 0.05, -0.33, -0.07, 0.16, 0.14, 0.08, 0.05, 0.09, 0.07, -0.17, -0.03, -0.01],
  "de_lowest_kj_mol": 447.4,
  "homo_lumo_gap_ev": 9.1,
  "mol_weight_g_mol": 126.2,
  "lumo_ev": 0.84
}

=====

Record 2
{
  "formula": "C4H9O2",
  "method": "ωB97M-V with the def2-TZVPD basis set",
  "species": ["C", "H", "H", "H", "C", "H", "H", "H", "O", "H", "C", "C", "H", "H", "O"],
  "coordinates": [[-0.484, 1.080, -0.878], [-1.790, -1.761, 0.509], [0.795, -0.843, 0.786], [1.461, 1.877, -1.264], [-0.863, -1.255, 0.168], [-0.922, 2.087, -0.718], [-2.369, 0.349, -0.162], [-0.657, -1.639, -0.836], [0.112, -1.555, 1.081], [0.890, 2.113, 0.364], [-1.323, 0.208, 0.042], [0.990, 1.325, -0.414], [-1.206, 0.578, 1.076], [-0.656, 0.963, -1.947], [1.667, 0.226, -0.030]],
  "lowdin_charge": [-0.23, 0.09, 0.04, 0.07, -0.37, 0.08, 0.08, 0.10, -0.13, 0.07, -0.21, -0.49, 0.12, 0.08, -0.31],
  "de_lowest_kj_mol": 192.0,
  "total_charge": -1,
  "homo_lumo_gap_ev": 7.4,
  "mol_weight_g_mol": 89.1,
  "lumo_ev": 4.38
}

=====

Record 3
{
  "formula": "C2HBr2Cl3",
  "method": "ωB97M-V with the def2-TZVPD basis set",
  "species": ["H", "Cl", "Br", "C", "C", "Cl", "Br", "Cl"],
  "coordinates": [[1.409, -0.575, 0.093], [-1.978, 0.686, 0.009], [-0.203, -1.618, -1.656], [-0.173, 0.695, 0.004], [0.394, -0.755, -0.010], [0.390, 1.609, -1.439], [-0.231, -1.663, 1.558], [0.393, 1.620, 1.441]],
  "lowdin_charge": [0.01, 0.52, 0.65, -1.68, -1.25, 0.54, 0.67, 0.55],
  "de_lowest_kj_mol": 21.5,
  "homo_lumo_gap_ev": 10.7,
  "mol_weight_g_mol": 291.2,
  "lumo_ev": 0.18
}

=====

Record 4
{
  "formula": "C5H3NO",
  "method": "ωB97M-V with the def2-TZVPD basis set",
  "species": ["H", "C", "C", "C", "C", "H", "C", "O", "H", "N"],
  "coordinates": [[-2.860, -0.653, -0.263], [-1.920, -1.151, -0.373], [1.148, 1.259, 0.217], [-0.133, 1.355, 0.558], [-0.860, -1.708, -0.494], [0.090, -2.188, -0.597], [1.825, 0.027, 0.025], [-1.232, 1.539, 0.867], [1.679, 2.196, 0.094], [2.418, -0.957, -0.141]],
  "lowdin_charge": [0.03, 0.00, -0.08, -0.16, 0.00, 0.01, -0.26, 0.21, 0.12, 0.14],
  "de_lowest_kj_mol": 243.2,
  "homo_lumo_gap_ev": 10.1,
  "mol_weight_g_mol": 93.1,
  "lumo_ev": 0.09
}

=====

Record 5
{
  "formula": "C5H11N3",
  "method": "ωB97M-V with the def2-TZVPD basis set",
  "species": ["N", "H", "C", "H", "H", "H", "C", "H", "N", "H", "H", "C", "H", "C", "C", "N", "H", "H", "H"],
  "coordinates": [[-1.425, 1.050, 0.063], [-3.315, 0.963, -0.592], [1.730, -0.773, -0.284], [2.288, -1.411, 0.304], [2.713, 0.702, 1.044], [2.085, -0.939, -1.229], [2.256, 0.628, 0.122], [-2.660, -0.641, -0.559], [0.251, -0.737, 0.018], [0.839, 2.382, 0.065], [-1.370, 2.046, 0.034], [-2.655, 0.345, -0.140], [3.000, 0.943, -0.702], [-0.339, -1.873, 0.180], [-0.200, 0.574, 0.108], [0.999, 1.427, 0.296], [0.181, -2.839, -0.200], [-1.324, -1.852, 0.710], [-3.052, 0.004, 0.761]],
  "lowdin_charge": [0.15, 0.09, -0.01, 0.13, 0.11, 0.12, -0.05, 0.11, 0.03, 0.15, 0.18, 0.02, 0.18, 0.30, -0.12, 0.16, 0.20, 0.15, 0.10],
  "de_lowest_kj_mol": 447.9,
  "total_charge": 2,
  "homo_lumo_gap_ev": 8.3,
  "mol_weight_g_mol": 113.2,
  "lumo_ev": -10.83
}

=====

Record 6
{
  "formula": "C3H4N2O2",
  "method": "ωB97M-V with the def2-TZVPD basis set",
  "species": ["H", "H", "N", "O", "H", "O", "C", "C", "C", "H", "N"],
  "coordinates": [[-1.748, 0.606, 0.825], [2.327, 1.626, 0.135], [0.028, 1.165, -0.081], [-2.343, 0.840, -0.541], [1.119, -1.948, 0.098], [2.308, 0.658, 0.148], [0.581, -1.024, -0.042], [-1.142, 0.426, -0.137], [1.021, 0.301, -0.001], [-1.396, -1.711, -0.246], [-0.753, -0.940, -0.158]],
  "lowdin_charge": [0.23, 0.12, 0.19, -0.03, 0.13, 0.08, 0.00, -0.59, -0.41, 0.16, 0.12],
  "de_lowest_kj_mol": 449.4,
  "homo_lumo_gap_ev": [7.3, 8.2],
  "mol_weight_g_mol": 100.1,
  "lumo_ev": [-0.47, -0.60]
}